Density functional theory data (the ωB97M-V functional and the def2-TZVPD basis) for one molecule with the formula C6H11N.

Results
HOMO = -7.4 eV
Spin multiplicity = 1
Gap between HOMO and LUMO = 0.314 Eh
Max |F| = 1.4 eV/Å
LUMO energy = 1.15 eV
Total energy = -7888.69658 eV
SMILES string = C=CCN/C=C/C
Relative energy (zero: lowest compared OMol25 entry of this formula, charge and spin) = 1.835 eV

Last columns: bonded neighbours and bond lengths (Å).
Cartesian coordinates (Å):
1 C 0.7750 -1.1940 2.8520  C2 1.505, H8 1.088, H9 1.088, H10 1.088
2 C 1.1361 -0.3923 1.6309  C1 1.505, C3 1.336, H11 1.083
3 C 0.1916 0.0860 0.8153  C2 1.336, N4 1.366, H12 1.084
4 N 0.3518 0.9541 -0.2269  C3 1.366, C5 1.460, H13 1.001
5 C -0.7998 1.2834 -1.0614  N4 1.460, C7 1.520, H14 1.089, H15 1.092
6 C -0.4801 -0.2224 -2.9630  C7 1.318, H16 1.087, H17 1.079
7 C -1.2274 0.1114 -1.9295  C5 1.520, C6 1.318, H18 1.075
8 H 1.2169 -0.7189 3.7257  C1 1.088
9 H -0.2965 -1.1152 3.0257  C1 1.088
10 H 0.9995 -2.2549 2.7603  C1 1.088
11 H 2.1893 -0.2404 1.4316  C2 1.083
12 H -0.8273 -0.2824 0.8489  C3 1.084
13 H 1.1776 1.4777 -0.4412  N4 1.001
14 H -0.5697 2.1582 -1.6678  C5 1.089
15 H -1.6198 1.5903 -0.4094  C5 1.092
16 H 0.3941 0.3748 -3.2094  C6 1.087
17 H -0.5942 -1.0858 -3.5992  C6 1.079
18 H -2.0170 -0.5297 -1.5825  C7 1.075

Atomic charges from the Löwdin analysis, expressed in e, are listed below:
1 C -0.132
2 C -0.173
3 C -0.193
4 N -0.045
5 C -0.229
6 C -0.003
7 C -0.166
8 H 0.063
9 H 0.061
10 H 0.063
11 H 0.090
12 H 0.120
13 H 0.126
14 H 0.114
15 H 0.104
16 H 0.062
17 H 0.050
18 H 0.088


Density functional theory data (the ωB97M-V functional and the def2-TZVPD basis) for one molecule with the formula C6H11N.

Results
HOMO = -8.5 eV
Spin multiplicity = 1
Gap between HOMO and LUMO = 0.354 Eh
Max |F| = 3.5 eV/Å
LUMO energy = 1.18 eV
Total energy = -7887.38600 eV
SMILES string = C=CNC/C=C/C
Relative energy (zero: lowest compared OMol25 entry of this formula, charge and spin) = 3.145 eV

Last columns: bonded neighbours and bond lengths (Å).
Cartesian coordinates (Å):
1 C 2.7380 -0.5125 -1.8020  C2 1.364, H8 1.114, H9 1.074
2 C 1.7676 0.1179 -1.0807  C1 1.364, N3 1.428, H10 1.143
3 N 0.4793 -0.4341 -0.8091  C2 1.428, C4 1.459, H11 1.003
4 C 0.2373 -0.9334 0.5403  N3 1.459, C7 1.584, H12 1.075, H13 1.096
5 C -2.5382 1.5216 0.9271  C6 1.490, H14 1.092, H15 1.098, H16 1.049
6 C -1.8019 0.2401 0.7381  C5 1.490, C7 1.348, H17 1.085
7 C -0.7143 -0.0742 1.4700  C4 1.584, C6 1.348, H18 1.083
8 H 2.4615 -1.4818 -2.2761  C1 1.114
9 H 3.6177 0.0886 -1.9341  C1 1.074
10 H 1.8875 1.0403 -0.4168  C2 1.143
11 H 0.2842 -1.2134 -1.4095  N3 1.003
12 H 1.1552 -1.0077 1.0950  C4 1.075
13 H -0.1927 -1.9213 0.3411  C4 1.096
14 H -1.7441 2.1771 1.2919  C5 1.092
15 H -3.3052 1.5532 1.7127  C5 1.098
16 H -2.9838 1.7498 0.0048  C5 1.049
17 H -2.2114 -0.5472 0.1134  C6 1.085
18 H -0.4550 0.4441 2.3844  C7 1.083

Atomic charges from the Löwdin analysis, expressed in e, are listed below:
1 C -0.006
2 C -0.234
3 N -0.084
4 C -0.227
5 C -0.097
6 C -0.197
7 C -0.076
8 H 0.064
9 H 0.031
10 H 0.128
11 H 0.091
12 H 0.092
13 H 0.113
14 H 0.075
15 H 0.079
16 H 0.053
17 H 0.103
18 H 0.093


Density functional theory data (the ωB97M-V functional and the def2-TZVPD basis) for one molecule with the formula C6H11N.

Results
HOMO = -8.5 eV
Spin multiplicity = 1
Gap between HOMO and LUMO = 0.349 Eh
Max |F| = 2.9 eV/Å
LUMO energy = 1.06 eV
Total energy = -7888.17774 eV
SMILES string = C=C/C(=C/C)NC
Relative energy (zero: lowest compared OMol25 entry of this formula, charge and spin) = 2.354 eV

Last columns: bonded neighbours and bond lengths (Å).
Cartesian coordinates (Å):
1 C -1.8380 -0.9039 -0.3693  N2 1.461, H8 1.097, H9 1.090, H10 1.101
2 N -0.8114 -0.0916 -1.0186  C1 1.461, C3 1.381, H11 1.010
3 C 0.2817 0.4774 -0.3946  N2 1.381, C4 1.353, C7 1.505
4 C 1.2808 -0.2286 0.1827  C3 1.353, C5 1.503, H12 1.079
5 C 1.3344 -1.7192 0.0001  C4 1.503, H13 1.080, H14 1.095, H15 1.113
6 C 0.2782 2.3943 1.1143  C7 1.334, H16 1.087, H17 1.080
7 C 0.2729 1.9622 -0.1480  C3 1.505, C6 1.334, H18 1.084
8 H -1.7387 -0.8801 0.7232  C1 1.097
9 H -1.9366 -1.9567 -0.6357  C1 1.090
10 H -2.7972 -0.3764 -0.4907  C1 1.101
11 H -0.9365 -0.2932 -2.0004  N2 1.010
12 H 1.9740 0.2296 0.8709  C4 1.079
13 H 2.2798 -2.2117 0.1735  C5 1.080
14 H 0.8198 -1.9755 -0.9316  C5 1.095
15 H 0.5566 -2.1729 0.6547  C5 1.113
16 H 0.4731 3.4373 1.3501  C6 1.087
17 H 0.2030 1.6889 1.9290  C6 1.080
18 H 0.3037 2.6199 -1.0093  C7 1.084

Atomic charges from the Löwdin analysis, expressed in e, are listed below:
1 C -0.121
2 N -0.077
3 C -0.352
4 C -0.087
5 C -0.096
6 C -0.006
7 C -0.123
8 H 0.084
9 H 0.071
10 H 0.074
11 H 0.121
12 H 0.100
13 H 0.064
14 H 0.069
15 H 0.077
16 H 0.050
17 H 0.057
18 H 0.095


Q: Look up the HOMO of the third one.
A: -8.5 eV


Q: Which of these has the lowest total energy?
A: number 1


What did the first record say?
Density functional theory data (the ωB97M-V functional and the def2-TZVPD basis) for one molecule with the formula C6H11N.

Results
HOMO = -7.4 eV
Spin multiplicity = 1
Gap between HOMO and LUMO = 0.314 Eh
Max |F| = 1.4 eV/Å
LUMO energy = 1.15 eV
Total energy = -7888.69658 eV
SMILES string = C=CCN/C=C/C
Relative energy (zero: lowest compared OMol25 entry of this formula, charge and spin) = 1.835 eV

Last columns: bonded neighbours and bond lengths (Å).
Cartesian coordinates (Å):
1 C 0.7750 -1.1940 2.8520  C2 1.505, H8 1.088, H9 1.088, H10 1.088
2 C 1.1361 -0.3923 1.6309  C1 1.505, C3 1.336, H11 1.083
3 C 0.1916 0.0860 0.8153  C2 1.336, N4 1.366, H12 1.084
4 N 0.3518 0.9541 -0.2269  C3 1.366, C5 1.460, H13 1.001
5 C -0.7998 1.2834 -1.0614  N4 1.460, C7 1.520, H14 1.089, H15 1.092
6 C -0.4801 -0.2224 -2.9630  C7 1.318, H16 1.087, H17 1.079
7 C -1.2274 0.1114 -1.9295  C5 1.520, C6 1.318, H18 1.075
8 H 1.2169 -0.7189 3.7257  C1 1.088
9 H -0.2965 -1.1152 3.0257  C1 1.088
10 H 0.9995 -2.2549 2.7603  C1 1.088
11 H 2.1893 -0.2404 1.4316  C2 1.083
12 H -0.8273 -0.2824 0.8489  C3 1.084
13 H 1.1776 1.4777 -0.4412  N4 1.001
14 H -0.5697 2.1582 -1.6678  C5 1.089
15 H -1.6198 1.5903 -0.4094  C5 1.092
16 H 0.3941 0.3748 -3.2094  C6 1.087
17 H -0.5942 -1.0858 -3.5992  C6 1.079
18 H -2.0170 -0.5297 -1.5825  C7 1.075

Atomic charges from the Löwdin analysis, expressed in e, are listed below:
1 C -0.132
2 C -0.173
3 C -0.193
4 N -0.045
5 C -0.229
6 C -0.003
7 C -0.166
8 H 0.063
9 H 0.061
10 H 0.063
11 H 0.090
12 H 0.120
13 H 0.126
14 H 0.114
15 H 0.104
16 H 0.062
17 H 0.050
18 H 0.088